(1)
Formula: C5H8O
Source: the Open Molecules 2025 dataset
Level of theory: ωB97M-V with the def2-TZVPD basis set

Summary:
2S+1: 1
SMILES: C[C@]12C[C@H]1CO2
Orbital gap (Eh): 0.3815
Highest occupied orbital energy (eV): -9.3
M (g mol⁻¹): 84.12

Cartesian coordinates (Å):
C -1.79 -0.12 0.43
C -0.37 0.24 0.17
C 0.26 1.13 -0.85
C 0.64 -0.40 -0.66
C 1.49 -0.56 0.53
O 0.53 0.18 1.31
H -1.80 -1.09 0.95
H -2.30 0.62 1.05
H -2.32 -0.21 -0.52
H 0.92 1.89 -0.44
H 0.48 0.82 -1.85
H 0.38 -1.10 -1.45
H 2.48 -0.09 0.48
H 1.58 -1.61 0.83

(2)
Formula: C5H8O
Source: the Open Molecules 2025 dataset
Level of theory: ωB97M-V with the def2-TZVPD basis set

Summary:
2S+1: 1
Orbital gap (Eh): 0.3992
Highest occupied orbital energy (eV): -9.6
M (g mol⁻¹): 84.12

Cartesian coordinates (Å):
C -0.56 0.06 -1.70
C -0.31 -0.89 -0.52
C 0.83 -0.46 0.37
C 0.82 -0.53 1.70
C -0.91 2.16 1.18
O -0.05 2.87 1.41
H -1.62 0.31 -1.81
H -0.02 1.00 -1.58
H -0.24 -0.39 -2.65
H -1.21 -1.01 0.10
H -0.07 -1.89 -0.90
H 1.72 -0.09 -0.14
H -0.05 -0.91 2.24
H 1.68 -0.23 2.30

(3)
Formula: C5H8O
Source: the Open Molecules 2025 dataset
Level of theory: ωB97M-V with the def2-TZVPD basis set

Summary:
2S+1: 1
SMILES: C#CC(=C)C.O
Orbital gap (Eh): 0.3742
Highest occupied orbital energy (eV): -9.5
M (g mol⁻¹): 84.12

Cartesian coordinates (Å):
C -1.09 2.09 -0.90
C -0.81 0.98 -0.53
C -0.47 -0.35 -0.10
C -0.91 -0.79 1.09
C 0.37 -1.18 -1.03
H -1.36 3.07 -1.22
H -1.52 -0.17 1.74
H -0.65 -1.79 1.44
H 1.11 -0.57 -1.55
H -0.27 -1.66 -1.77
H 0.91 -1.97 -0.48
O 1.95 0.65 1.09
H 1.16 0.21 1.44
H 1.59 1.48 0.77

(4)
Formula: C5H8O
Source: the Open Molecules 2025 dataset
Level of theory: ωB97M-V with the def2-TZVPD basis set

Summary:
2S+1: 1
SMILES: O=C[C@]12C[C@H]1C2.[H][H]
Orbital gap (Eh): 0.3952
Highest occupied orbital energy (eV): -9.8
M (g mol⁻¹): 84.12

Cartesian coordinates (Å):
O -0.69 2.23 0.49
C -1.03 1.07 0.49
C -0.44 0.02 -0.36
C -1.02 -1.34 -0.62
C 0.32 -1.21 0.00
C 0.92 -0.20 -0.92
H -1.86 0.71 1.13
H -1.11 -1.65 -1.66
H -1.84 -1.66 0.02
H 0.66 -1.54 0.98
H 1.00 -0.44 -1.98
H 1.73 0.41 -0.53
H 1.40 2.01 1.33
H 1.95 1.65 1.68

(5)
Formula: C5H8O
Source: the Open Molecules 2025 dataset
Level of theory: ωB97M-V with the def2-TZVPD basis set

Summary:
2S+1: 1
SMILES: C[C@]12CC[C@H]1O2
Orbital gap (Eh): 0.3983
Highest occupied orbital energy (eV): -9.8
M (g mol⁻¹): 84.12

Cartesian coordinates (Å):
C 1.14 1.22 -0.99
C 0.08 0.35 -0.35
C -0.59 0.26 1.08
C -0.64 -1.24 0.91
C -0.30 -1.06 -0.59
O -1.02 0.00 -1.19
H 2.02 1.31 -0.34
H 0.77 2.23 -1.19
H 1.47 0.81 -1.96
H -0.31 0.41 2.14
H -1.57 0.71 0.97
H 0.25 -1.72 1.32
H -1.48 -1.59 1.56
H 0.17 -1.75 -1.29

(6)
Formula: C5H8O
Source: the Open Molecules 2025 dataset
Level of theory: ωB97M-V with the def2-TZVPD basis set

Summary:
2S+1: 1
Orbital gap (Eh): 0.3391
Highest occupied orbital energy (eV): -8.3
M (g mol⁻¹): 84.12

Cartesian coordinates (Å):
C 0.20 1.75 -0.05
C -0.56 0.61 0.01
C 0.86 -0.12 0.49
C -1.97 0.13 0.15
C 1.39 -1.25 -0.34
O 1.44 1.21 0.21
H 0.23 2.68 -0.50
H 1.09 -0.28 1.47
H -2.78 0.91 0.54
H -2.14 -0.85 0.60
H -2.47 0.10 -0.93
H 1.33 -1.05 -1.42
H 0.87 -2.28 -0.12
H 2.52 -1.57 -0.10

(7)
Formula: C5H8O
Source: the Open Molecules 2025 dataset
Level of theory: ωB97M-V with the def2-TZVPD basis set

Summary:
2S+1: 1
SMILES: C1C[C@@H]2C[C@@H]2O1
Orbital gap (Eh): 0.3784
Highest occupied orbital energy (eV): -9.1
M (g mol⁻¹): 84.12

Cartesian coordinates (Å):
C 0.63 1.27 0.60
C 0.61 -0.21 1.02
C -0.50 -0.82 0.18
C -0.23 -0.93 -1.31
C -0.95 0.25 -0.75
O -0.20 1.42 -0.55
H 1.63 1.62 0.34
H 0.24 1.92 1.40
H 1.58 -0.70 0.84
H 0.39 -0.32 2.09
H -1.20 -1.51 0.64
H 0.79 -0.77 -1.65
H -0.80 -1.67 -1.87
H -2.00 0.44 -0.99

(8)
Formula: C5H8O
Source: the Open Molecules 2025 dataset
Level of theory: ωB97M-V with the def2-TZVPD basis set

Summary:
2S+1: 1
SMILES: C1CC2(C1)CO2
Orbital gap (Eh): 0.4099
Highest occupied orbital energy (eV): -10.1
M (g mol⁻¹): 84.12

Cartesian coordinates (Å):
C 1.54 0.04 0.11
C 0.40 0.97 0.58
C -0.59 0.09 -0.15
C 0.55 -0.64 -0.88
C -1.87 -0.44 0.28
O -1.85 0.70 -0.56
H 2.42 0.52 -0.34
H 1.89 -0.62 0.91
H 0.40 1.92 0.05
H 0.27 1.15 1.65
H 0.65 -0.30 -1.91
H 0.54 -1.74 -0.86
H -2.31 -1.30 -0.21
H -2.05 -0.33 1.34

(9)
Formula: C5H8O
Source: the Open Molecules 2025 dataset
Level of theory: ωB97M-V with the def2-TZVPD basis set

Summary:
2S+1: 1
Orbital gap (Eh): 0.3464
Highest occupied orbital energy (eV): -9.1
M (g mol⁻¹): 84.12

Cartesian coordinates (Å):
C -1.81 -0.92 1.11
C -1.05 -0.09 0.12
C 0.31 0.32 0.44
O 0.97 -0.08 1.38
H -1.62 0.65 -0.43
H -1.15 -1.67 1.55
H -2.68 -1.38 0.66
H -2.17 -0.29 1.93
C 0.96 0.66 -0.92
C 2.30 0.55 -1.08
H 2.91 0.15 -0.28
H -0.19 -0.35 -1.07
H 2.82 1.10 -1.85
H 0.41 1.33 -1.57

(10)
Formula: C5H8O2
Source: the Open Molecules 2025 dataset
Level of theory: ωB97M-V with the def2-TZVPD basis set

Summary:
2S+1: 1
Orbital gap (Eh): 0.3348
Highest occupied orbital energy (eV): -9.0
M (g mol⁻¹): 100.12

Cartesian coordinates (Å):
C 1.36 -1.90 0.69
C 0.59 -0.59 0.79
C 0.19 -0.06 -0.60
C -0.48 1.27 -0.54
O -1.59 1.27 0.13
C -1.93 2.41 -0.77
O -2.79 2.28 -1.59
H 0.74 -2.69 0.25
H 1.67 -2.24 1.68
H 2.25 -1.79 0.07
H 1.20 0.16 1.29
H -0.32 -0.71 1.38
H 1.06 0.00 -1.27
H -0.56 -0.72 -1.06
H -1.39 3.30 -0.46

(11)
Formula: C5H8O2
Source: the Open Molecules 2025 dataset
Level of theory: ωB97M-V with the def2-TZVPD basis set

Summary:
2S+1: 1
SMILES: O[C@H]1C[C@]2(CO2)C1
Orbital gap (Eh): 0.4088
Highest occupied orbital energy (eV): -10.2
M (g mol⁻¹): 100.12

Cartesian coordinates (Å):
O 1.04 -2.18 -0.19
C 0.80 -0.94 -0.80
C 1.15 0.29 0.07
C -0.35 0.49 0.30
C -1.12 1.58 0.89
O -0.93 0.34 1.58
C -0.69 -0.50 -0.81
H 0.63 -2.17 0.68
H 1.28 -0.99 -1.78
H 1.75 0.09 0.96
H 1.60 1.11 -0.50
H -0.60 2.43 1.33
H -2.13 1.77 0.54
H -1.41 -1.28 -0.53
H -1.01 -0.03 -1.74

(12)
Formula: C5H8O2
Source: the Open Molecules 2025 dataset
Level of theory: ωB97M-V with the def2-TZVPD basis set

Summary:
2S+1: 1
Orbital gap (spin up / spin down) (Eh): 0.2797 / 0.2796
Highest occupied orbital energy (spin up / spin down) (eV): -6.9 / -6.9
M (g mol⁻¹): 100.12

Cartesian coordinates (Å):
O 2.43 0.30 0.60
C 1.06 0.19 0.59
C -0.10 1.35 -0.43
C -1.09 0.39 -0.20
O -2.01 0.62 0.76
C -0.76 -0.98 -0.69
C 0.53 -1.04 0.09
H 2.75 -0.25 -0.13
H 0.72 0.71 1.50
H -0.20 2.31 0.06
H 0.39 1.35 -1.39
H -2.49 -0.20 0.94
H -1.50 -1.72 -0.36
H -0.68 -1.07 -1.79
H 0.96 -1.98 0.44

> Which value of M does entry 7 give?

84.12 g mol⁻¹

> Which value of 2S+1 does entry 2 give?

1